# C30H23IrN11OS

C30H23IrN11OS as an isolated structure (ωB97M-V/def2-TZVPD, the OMol25 dataset).

Last column: natural (NBO) charge in e.
Cartesian coordinates (Å):
Ir1 -0.10 0.28 0.01  1.3237
N1 -3.23 1.77 -2.42  -0.4942
C1 -2.50 2.93 -2.62  0.1792
C2 -2.82 4.14 -3.22  -0.2165
C3 -1.85 5.13 -3.19  0.0282
C4 -0.60 4.91 -2.60  -0.1166
C5 -0.28 3.70 -2.02  -0.2412
C6 -1.26 2.70 -2.01  0.3446
N2 -1.27 1.43 -1.45  -0.5883
C7 -2.48 0.92 -1.72  0.5078
C8 -2.87 -0.37 -1.19  0.0010
C9 -3.93 -1.16 -1.51  -0.3260
S1 -3.92 -2.57 -0.55  0.6835
C10 -2.50 -2.05 0.21  -0.0943
N3 -2.05 -0.89 -0.21  -0.5108
H1 -4.17 1.62 -2.73  0.4659
H2 -3.79 4.32 -3.67  0.2777
H3 -2.07 6.09 -3.63  0.2717
H4 0.13 5.70 -2.60  0.2734
H5 0.70 3.53 -1.59  0.2616
H6 -4.69 -0.99 -2.25  0.2875
H7 -2.03 -2.62 1.00  0.2745
C11 1.96 -5.16 0.09  -0.2442
N4 1.55 -3.80 0.42  -0.1261
C12 0.94 -2.89 -0.35  0.2090
N5 0.85 -1.75 0.32  -0.6309
C13 1.42 -2.04 1.53  0.1200
N6 1.85 -3.27 1.61  -0.1888
C14 2.84 -5.22 -1.15  -0.0605
C15 2.88 -6.39 -1.92  -0.1793
C16 3.68 -6.48 -3.05  -0.1811
C17 4.45 -5.40 -3.45  -0.1531
C18 4.42 -4.23 -2.68  -0.0331
C19 3.63 -4.16 -1.52  -0.2377
C20 5.14 -3.08 -3.08  0.4132
N7 5.91 -2.91 -4.16  -0.2304
N8 6.33 -1.67 -4.17  -0.2291
C21 5.83 -1.07 -3.09  0.4243
O1 5.07 -1.93 -2.37  -0.4174
C22 5.99 0.28 -2.69  -0.1022
C23 6.71 1.17 -3.51  -0.1310
C24 6.84 2.48 -3.11  -0.1816
C25 6.26 2.92 -1.92  -0.2077
C26 5.54 2.04 -1.09  0.0165
C27 4.99 2.53 0.23  -0.2619
N9 3.56 2.30 0.45  -0.1197
C28 2.86 1.17 0.50  0.2268
N10 1.58 1.45 0.75  -0.6308
C29 1.57 2.82 0.86  0.1359
N11 2.74 3.35 0.68  -0.1990
C30 5.43 0.72 -1.48  -0.2337
H8 1.08 -5.79 -0.04  0.2360
H9 2.50 -5.53 0.96  0.2695
H10 0.60 -3.07 -1.36  0.2469
H11 1.50 -1.33 2.35  0.2345
H12 2.28 -7.25 -1.63  0.2271
H13 3.70 -7.39 -3.63  0.2457
H14 5.07 -5.45 -4.34  0.2578
H15 3.66 -3.25 -0.92  0.2047
H16 7.16 0.81 -4.43  0.2601
H17 7.40 3.18 -3.72  0.2452
H18 6.39 3.95 -1.63  0.2276
H19 5.11 3.61 0.32  0.2630
H20 5.55 2.07 1.05  0.2480
H21 3.26 0.17 0.44  0.2469
H22 0.70 3.40 1.12  0.2332
H23 4.93 -0.01 -0.86  0.1950

Computed properties:
* E_HOMO (spin up / spin down): -14.0 / -14.0 eV
* relative energy (zero: lowest compared OMol25 entry of this formula, charge and spin): 54.9 kcal/mol
* multiplicity: 5
* gap between HOMO and LUMO (spin up / spin down): 4.3 / 0.7 eV
* expectation value of S²: 6.03
* charge: +3
* lowest unoccupied orbital energy (spin up / spin down): -9.702 / -13.271 eV


# C30H23NO5P2Yb

C30H23NO5P2Yb as an isolated structure (ωB97M-V/def2-TZVPD, the OMol25 dataset).

Last column: natural (NBO) charge in e.
Cartesian coordinates (Å):
Yb1 0.98 -1.98 0.33  1.9727
C1 -1.90 1.68 -0.70  -0.4317
N1 -0.99 0.60 -0.69  -1.0455
P1 0.65 0.77 -0.24  1.0397
C2 1.46 1.45 -1.72  -0.3969
C3 0.88 1.52 -2.98  -0.2073
C4 1.64 1.91 -4.08  -0.1852
C5 3.00 2.23 -3.90  -0.1866
C6 3.54 2.10 -2.67  -0.1930
C7 2.81 1.63 -1.62  -0.1947
C8 0.74 1.97 1.08  -0.4134
C9 0.86 3.33 0.96  -0.1753
C10 0.95 4.16 2.06  -0.1997
C11 1.18 3.59 3.28  -0.1658
C12 1.03 2.21 3.42  -0.1907
C13 0.87 1.36 2.37  -0.1920
P2 -1.33 -1.02 -1.16  1.0429
C14 -1.62 -1.98 0.38  -0.5270
C15 -1.72 -1.42 1.66  -0.1568
C16 -1.80 -2.16 2.86  -0.1610
C17 -1.78 -3.58 2.69  -0.1426
C18 -1.64 -4.25 1.42  -0.1739
C19 -1.62 -3.43 0.25  -0.2573
C20 -2.88 -0.81 -2.08  -0.3719
C21 -2.98 -0.99 -3.46  -0.1767
C22 -4.13 -0.71 -4.14  -0.1925
C23 -5.25 -0.29 -3.42  -0.1695
C24 -5.18 -0.23 -2.06  -0.1816
C25 -3.99 -0.48 -1.34  -0.1864
H1 -1.50 2.55 -0.19  0.2287
H2 -2.81 1.45 -0.14  0.2067
H3 -2.16 2.02 -1.71  0.2089
H4 -0.23 1.28 -3.04  0.2185
H5 1.20 1.92 -5.11  0.2349
H6 3.70 2.58 -4.65  0.2379
H7 4.58 2.37 -2.44  0.2302
H8 3.33 1.64 -0.66  0.2215
H9 0.81 3.67 -0.05  0.2219
H10 0.94 5.27 1.84  0.2407
H11 1.28 4.19 4.19  0.2394
H12 1.28 1.68 4.34  0.2376
H13 0.80 0.34 2.53  0.2267
H14 -1.67 -0.32 1.81  0.2311
H15 -1.80 -1.71 3.84  0.2519
H16 -1.78 -4.21 3.55  0.2328
H17 -1.55 -5.31 1.38  0.2462
H18 -1.73 -3.92 -0.75  0.2549
H19 -2.09 -1.31 -4.06  0.2305
H20 -4.09 -0.71 -5.20  0.2322
H21 -6.15 0.05 -3.85  0.2322
H22 -5.95 0.20 -1.46  0.2221
H23 -4.03 -0.45 -0.32  0.2137
O1 5.85 -1.21 3.52  -0.4089
C26 4.89 -1.69 3.05  0.4152
C27 4.84 -2.37 1.67  0.4079
O2 5.78 -2.77 1.06  -0.4490
C28 3.39 -2.41 1.30  0.1880
C29 2.63 -2.11 2.39  0.1431
O3 1.27 -2.09 2.34  -0.8616
C30 3.41 -1.70 3.54  0.3932
O4 3.00 -1.27 4.61  -0.4871
O5 2.80 -2.83 0.20  -0.8224

Computed properties:
* E_HOMO (spin up / spin down): -11.0 / -11.0 eV
* multiplicity: 2
* gap between HOMO and LUMO (spin up / spin down): 7.1 / 7.0 eV
* expectation value of S²: 0.75
* charge: +1
* lowest unoccupied orbital energy (spin up / spin down): -3.860 / -3.932 eV


- expectation value of S² of number 1 (C30H23IrN11OS)?
  6.03


- What is the formula in the second record?
  C30H23NO5P2Yb